Record 1
{
  "formula": "C43H78O17",
  "method": "ωB97M-V with the def2-TZVPD basis set",
  "de_lowest_kcal_mol": 0.0,
  "smiles": "COC(=O)OC.O=C1CCCO1.O=C1CCCO1.O=C1CCCO1.O=C1CCCO1.C1CCOC1.C1CCOC1.C1CCOC1.C1CCOC1.C1CCOC1.C1CCOC1",
  "total_charge": 0,
  "energy_ev": -80661.008,
  "species": ["C", "O", "C", "O", "O", "C", "H", "H", "H", "H", "H", "H", "O", "C", "C", "C", "C", "O", "H", "H", "H", "H", "H", "H", "O", "C", "C", "C", "C", "O", "H", "H", "H", "H", "H", "H", "O", "C", "C", "C", "C", "O", "H", "H", "H", "H", "H", "H", "O", "C", "C", "C", "C", "O", "H", "H", "H", "H", "H", "H", "C", "C", "C", "O", "C", "H", "H", "H", "H", "H", "H", "H", "H", "C", "C", "C", "O", "C", "H", "H", "H", "H", "H", "H", "H", "H", "C", "C", "C", "O", "C", "H", "H", "H", "H", "H", "H", "H", "H", "C", "C", "C", "O", "C", "H", "H", "H", "H", "H", "H", "H", "H", "C", "C", "C", "O", "C", "H", "H", "H", "H", "H", "H", "H", "H", "C", "C", "C", "O", "C", "H", "H", "H", "H", "H", "H", "H", "H"],
  "coordinates": [[6.578, 14.349, 19.281], [5.987, 15.296, 20.144], [5.696, 14.863, 21.365], [5.896, 13.735, 21.768], [5.033, 15.795, 22.015], [4.615, 15.538, 23.337], [7.457, 13.839, 19.669], [6.744, 14.735, 18.282], [5.880, 13.509, 19.154], [4.514, 16.510, 23.820], [5.358, 15.026, 23.951], [3.665, 15.015, 23.424], [10.294, 16.097, 18.606], [10.254, 15.025, 18.079], [10.390, 14.639, 16.614], [10.513, 13.117, 16.705], [9.730, 12.774, 17.968], [9.854, 13.937, 18.789], [9.549, 15.035, 16.045], [11.271, 15.086, 16.156], [10.159, 12.634, 15.796], [11.538, 12.787, 16.880], [8.677, 12.582, 17.738], [10.167, 11.896, 18.442], [4.689, 4.558, 19.009], [4.812, 5.747, 18.987], [4.076, 6.776, 18.167], [4.375, 8.071, 18.909], [5.753, 7.792, 19.577], [5.769, 6.361, 19.687], [4.360, 6.701, 17.121], [3.004, 6.601, 18.273], [4.485, 8.923, 18.237], [3.689, 8.324, 19.712], [6.578, 8.189, 18.988], [5.827, 8.225, 20.569], [10.922, 15.065, 24.739], [10.563, 15.282, 23.620], [9.739, 14.420, 22.683], [9.016, 15.484, 21.897], [9.995, 16.667, 21.840], [10.697, 16.525, 23.086], [10.374, 13.792, 22.052], [9.050, 13.740, 23.181], [8.871, 15.047, 20.905], [8.052, 15.801, 22.292], [10.642, 16.568, 20.972], [9.397, 17.573, 21.860], [9.763, 9.527, 19.158], [8.976, 10.069, 19.899], [9.288, 10.806, 21.164], [7.985, 11.546, 21.464], [6.928, 10.740, 20.685], [7.696, 10.170, 19.603], [9.469, 10.133, 22.005], [10.162, 11.452, 21.119], [7.795, 11.538, 22.536], [7.955, 12.585, 21.146], [6.538, 9.938, 21.303], [6.184, 11.450, 20.337], [9.682, 3.545, 20.102], [9.435, 5.024, 20.399], [10.130, 5.684, 19.201], [9.924, 4.740, 18.141], [9.373, 3.498, 18.620], [9.047, 2.897, 20.708], [10.733, 3.334, 20.307], [9.798, 5.308, 21.390], [8.354, 5.189, 20.420], [11.194, 5.779, 19.431], [9.669, 6.618, 18.887], [9.857, 2.678, 18.094], [8.300, 3.494, 18.419], [13.480, 12.110, 20.820], [13.689, 13.286, 21.769], [13.605, 14.444, 20.781], [14.360, 13.950, 19.672], [14.393, 12.522, 19.693], [12.438, 11.967, 20.518], [13.734, 11.142, 21.260], [14.693, 13.289, 22.196], [13.000, 13.429, 22.606], [13.962, 15.392, 21.186], [12.567, 14.684, 20.508], [15.408, 12.169, 19.892], [14.064, 12.112, 18.736], [12.486, 7.015, 23.236], [13.424, 6.288, 22.287], [14.022, 7.415, 21.393], [13.584, 8.657, 21.951], [12.396, 8.432, 22.697], [12.908, 7.029, 24.243], [11.480, 6.596, 23.276], [12.834, 5.597, 21.683], [14.230, 5.737, 22.767], [13.509, 7.354, 20.425], [15.093, 7.354, 21.232], [11.522, 8.545, 22.043], [12.376, 9.203, 23.468], [7.267, 6.717, 24.539], [7.652, 8.024, 25.250], [8.040, 8.966, 24.108], [7.255, 8.487, 23.005], [7.232, 7.060, 23.060], [6.346, 6.308, 24.958], [7.980, 5.900, 24.684], [8.499, 7.819, 25.912], [6.888, 8.426, 25.912], [9.090, 8.876, 23.814], [7.776, 9.999, 24.317], [8.117, 6.738, 22.501], [6.346, 6.692, 22.544], [10.504, 9.171, 15.892], [11.885, 8.984, 16.467], [12.264, 7.594, 15.866], [11.098, 7.045, 15.288], [9.937, 7.790, 15.712], [10.598, 9.706, 14.942], [9.877, 9.827, 16.505], [11.959, 8.933, 17.553], [12.543, 9.799, 16.159], [12.666, 6.994, 16.691], [13.083, 7.638, 15.145], [9.513, 7.400, 16.641], [9.198, 7.700, 14.918], [0.956, 11.434, 21.042], [1.842, 12.383, 21.830], [3.264, 11.987, 21.336], [3.139, 10.657, 20.868], [1.825, 10.170, 20.932], [0.719, 11.922, 20.093], [-0.009, 11.172, 21.486], [1.741, 12.199, 22.901], [1.608, 13.421, 21.599], [3.928, 12.065, 22.197], [3.586, 12.714, 20.588], [1.711, 9.601, 21.860], [1.463, 9.668, 20.034]]
}


Record 2
{
  "formula": "C43H79FO30",
  "method": "ωB97M-V with the def2-TZVPD basis set",
  "smiles": "O=C1OC(=O)C(COCOCCO)=C1CCCF.CCOC(=O)OC.CCOC(=O)OC.CCOC(=O)OC.CCOC(=O)OC.CCOC(=O)OC.CCOC(=O)OC.CCOC(=O)OC.CCOC(=O)OC",
  "total_charge": 0,
  "energy_ev": -110015.997,
  "species": ["O", "C", "O", "C", "O", "C", "C", "O", "C", "O", "C", "C", "O", "C", "C", "C", "C", "F", "H", "H", "H", "H", "H", "H", "H", "H", "H", "H", "H", "H", "H", "H", "H", "C", "C", "O", "C", "O", "O", "C", "H", "H", "H", "H", "H", "H", "H", "H", "C", "C", "O", "C", "O", "O", "C", "H", "H", "H", "H", "H", "H", "H", "H", "C", "C", "O", "C", "O", "O", "C", "H", "H", "H", "H", "H", "H", "H", "H", "C", "C", "O", "C", "O", "O", "C", "H", "H", "H", "H", "H", "H", "H", "H", "C", "C", "O", "C", "O", "O", "C", "H", "H", "H", "H", "H", "H", "H", "H", "C", "C", "O", "C", "O", "O", "C", "H", "H", "H", "H", "H", "H", "H", "H", "C", "C", "O", "C", "O", "O", "C", "H", "H", "H", "H", "H", "H", "H", "H", "C", "C", "O", "C", "O", "O", "C", "H", "H", "H", "H", "H", "H", "H", "H"],
  "coordinates": [[1.017, 0.370, 6.685], [1.580, 0.603, 5.653], [2.915, 0.320, 5.471], [3.212, 0.522, 4.133], [4.284, 0.238, 3.679], [2.010, 1.085, 3.464], [2.083, 1.388, 2.001], [0.850, 1.212, 1.319], [0.332, -0.079, 1.436], [1.296, -1.025, 1.045], [1.001, -2.355, 1.447], [2.259, -3.003, 2.044], [2.150, -3.202, 3.453], [1.028, 1.172, 4.378], [-0.346, 1.743, 4.237], [-1.460, 0.922, 4.908], [-2.835, 1.511, 4.609], [-2.793, 2.914, 4.636], [2.401, 2.422, 1.839], [2.853, 0.746, 1.567], [-0.558, -0.134, 0.801], [0.026, -0.286, 2.475], [0.234, -2.355, 2.230], [0.608, -2.928, 0.600], [3.085, -2.304, 1.909], [2.475, -3.959, 1.560], [1.545, -3.940, 3.584], [-0.578, 1.874, 3.179], [-0.340, 2.738, 4.690], [-1.300, 0.872, 5.983], [-1.452, -0.100, 4.516], [-3.560, 1.203, 5.367], [-3.192, 1.218, 3.618], [-4.771, -3.129, -3.161], [-4.939, -1.721, -2.639], [-3.842, -1.338, -1.789], [-2.734, -0.961, -2.426], [-2.573, -0.919, -3.617], [-1.842, -0.602, -1.504], [-0.566, -0.193, -2.008], [-4.631, -3.832, -2.339], [-5.648, -3.426, -3.736], [-3.900, -3.192, -3.810], [-5.823, -1.638, -2.009], [-5.031, -1.005, -3.454], [-0.664, 0.567, -2.780], [-0.021, -1.050, -2.401], [-0.037, 0.220, -1.158], [6.331, -2.307, 3.971], [6.147, -3.382, 5.017], [5.821, -4.655, 4.422], [6.852, -5.348, 3.955], [8.013, -5.038, 4.011], [6.379, -6.465, 3.390], [7.386, -7.303, 2.819], [5.449, -2.249, 3.334], [6.475, -1.338, 4.445], [7.198, -2.516, 3.344], [5.298, -3.157, 5.659], [7.033, -3.493, 5.641], [8.163, -7.526, 3.547], [7.830, -6.824, 1.948], [6.879, -8.217, 2.522], [-1.471, -7.455, 0.305], [-2.034, -7.763, 1.675], [-1.108, -8.526, 2.467], [-0.146, -7.823, 3.057], [-0.003, -6.628, 2.999], [0.638, -8.664, 3.724], [1.737, -8.046, 4.405], [-1.164, -8.373, -0.196], [-2.228, -6.962, -0.306], [-0.606, -6.797, 0.378], [-2.916, -8.396, 1.600], [-2.305, -6.855, 2.211], [1.390, -7.245, 5.053], [2.455, -7.652, 3.687], [2.197, -8.830, 4.996], [-5.660, 6.459, 0.548], [-5.565, 5.541, 1.746], [-5.929, 4.191, 1.411], [-4.973, 3.476, 0.824], [-3.856, 3.848, 0.575], [-5.464, 2.266, 0.554], [-4.538, 1.387, -0.089], [-6.654, 6.405, 0.103], [-5.474, 7.490, 0.847], [-4.930, 6.184, -0.212], [-6.274, 5.833, 2.518], [-4.565, 5.548, 2.178], [-3.608, 1.325, 0.473], [-4.328, 1.731, -1.101], [-5.011, 0.412, -0.125], [-8.079, -4.043, -9.087], [-7.281, -5.134, -8.407], [-5.867, -4.898, -8.512], [-5.368, -4.029, -7.636], [-5.981, -3.465, -6.766], [-4.065, -3.899, -7.877], [-3.400, -2.957, -7.029], [-7.758, -3.927, -10.123], [-9.139, -4.294, -9.077], [-7.946, -3.089, -8.577], [-7.436, -6.093, -8.897], [-7.555, -5.234, -7.358], [-3.594, -3.174, -5.982], [-3.726, -1.944, -7.257], [-2.338, -3.054, -7.235], [3.847, 0.952, -5.854], [4.321, 1.882, -4.759], [3.710, 1.565, -3.496], [4.263, 0.550, -2.836], [5.219, -0.092, -3.186], [3.569, 0.360, -1.714], [4.026, -0.732, -0.909], [2.758, 0.959, -5.913], [4.249, 1.273, -6.815], [4.176, -0.069, -5.667], [4.019, 2.907, -4.960], [5.404, 1.854, -4.653], [5.090, -0.651, -0.710], [3.816, -1.682, -1.399], [3.463, -0.670, 0.016], [6.433, 2.278, 1.589], [7.449, 1.791, 0.580], [8.746, 2.360, 0.821], [9.451, 1.769, 1.784], [9.110, 0.814, 2.431], [10.604, 2.425, 1.916], [11.461, 1.908, 2.938], [6.409, 3.369, 1.604], [5.438, 1.910, 1.336], [6.680, 1.925, 2.589], [7.191, 2.108, -0.429], [7.529, 0.704, 0.588], [11.626, 0.842, 2.802], [11.029, 2.088, 3.922], [12.397, 2.448, 2.840], [-7.684, 11.830, -3.856], [-8.154, 11.496, -2.458], [-7.277, 10.556, -1.815], [-6.173, 11.078, -1.287], [-5.870, 12.242, -1.276], [-5.458, 10.085, -0.759], [-4.218, 10.494, -0.174], [-7.560, 10.919, -4.443], [-8.415, 12.467, -4.354], [-6.730, 12.355, -3.831], [-9.121, 10.998, -2.480], [-8.239, 12.390, -1.841], [-4.374, 11.299, 0.541], [-3.524, 10.819, -0.948], [-3.823, 9.617, 0.330]]
}


Record 3
{
  "formula": "C43H83F5N2O3P2",
  "method": "ωB97M-V with the def2-TZVPD basis set",
  "de_lowest_kcal_mol": 434.6,
  "total_charge": 0,
  "energy_ev": -87202.812,
  "species": ["C", "N", "C", "P", "C", "C", "C", "C", "C", "F", "F", "C", "C", "C", "C", "C", "C", "F", "F", "F", "C", "O", "C", "C", "N", "C", "C", "C", "C", "C", "C", "C", "C", "C", "C", "O", "C", "O", "H", "H", "H", "H", "H", "H", "H", "H", "H", "H", "H", "H", "H", "H", "H", "H", "H", "H", "H", "H", "H", "H", "H", "H", "H", "H", "H", "H", "H", "H", "H", "H", "H", "H", "H", "H", "H", "H", "H", "H", "H", "H", "H", "H", "H", "H", "H", "C", "C", "C", "C", "P", "C", "C", "C", "C", "C", "C", "C", "C", "C", "C", "C", "C", "H", "H", "H", "H", "H", "H", "H", "H", "H", "H", "H", "H", "H", "H", "H", "H", "H", "H", "H", "H", "H", "H", "H", "H", "H", "H", "H", "H", "H", "H", "H", "H", "H", "H", "H", "H"],
  "coordinates": [[7.114, -0.517, 0.912], [6.190, -1.643, 0.505], [5.026, -1.183, -0.335], [3.335, -2.030, 0.161], [3.530, -1.805, 2.064], [2.268, -2.325, 2.961], [1.020, -1.267, 3.097], [2.866, -2.510, 4.514], [3.924, -3.832, 0.006], [5.073, -4.027, -0.957], [2.782, -4.577, -0.649], [4.291, -4.649, 1.348], [3.136, -5.696, 1.955], [3.408, -6.636, 3.308], [4.830, -6.604, 4.122], [5.998, -5.561, 3.537], [7.408, -5.524, 4.405], [8.149, -4.269, 4.130], [7.015, -5.457, 5.859], [8.180, -6.769, 4.179], [5.718, -4.645, 2.181], [2.771, -0.354, 0.131], [1.414, -0.333, -0.511], [0.721, -1.818, -0.546], [0.610, -2.297, -1.987], [-0.807, -2.037, 0.004], [-1.540, -0.690, 0.583], [-3.106, -1.065, 0.935], [-3.214, -1.521, 2.530], [-4.066, -2.938, 2.606], [-3.109, -4.189, 3.142], [-2.446, -5.046, 1.888], [-2.547, -6.690, 2.107], [-2.908, -7.509, 0.724], [-1.719, -8.553, 0.244], [-1.171, -9.373, 1.365], [0.272, -9.136, 1.530], [1.688, -2.670, 0.183], [7.008, -0.405, 2.090], [6.891, 0.515, 0.357], [8.233, -0.884, 0.718], [6.775, -2.366, 0.011], [5.240, -1.492, -1.452], [4.868, -0.004, -0.350], [3.150, -2.056, -1.294], [4.558, -2.147, 2.500], [3.532, -0.615, 2.204], [1.823, -3.364, 2.680], [0.869, -0.932, 4.211], [0.014, -1.816, 2.769], [1.261, -0.326, 2.440], [2.848, -1.466, 5.079], [2.124, -3.267, 5.062], [3.958, -2.946, 4.454], [2.067, -5.831, 1.466], [2.561, -7.382, 3.670], [5.053, -7.276, 5.069], [6.568, -3.948, 1.780], [1.573, -0.108, -1.672], [0.904, 0.550, 0.063], [0.014, -1.567, -2.457], [0.180, -3.246, -2.058], [-0.889, -2.863, 0.861], [-1.476, -2.410, -0.912], [-1.503, 0.116, -0.282], [-1.016, -0.209, 1.513], [-3.466, -1.904, 0.199], [-3.728, -0.069, 0.749], [-2.146, -1.663, 3.017], [-3.809, -0.708, 3.143], [-4.944, -2.827, 3.375], [-4.573, -3.220, 1.564], [-2.228, -3.721, 3.796], [-3.766, -4.928, 3.784], [-1.287, -4.773, 1.873], [-2.887, -4.750, 0.834], [-1.511, -7.056, 2.531], [-3.390, -6.976, 2.895], [-3.917, -8.122, 0.864], [-3.048, -6.732, -0.154], [-2.214, -9.325, -0.510], [-0.850, -8.012, -0.371], [0.538, -9.301, 2.679], [0.599, -8.035, 1.263], [0.957, -9.885, 0.926], [-0.587, 3.186, 0.426], [-0.036, 3.655, -0.912], [0.157, 5.168, -0.988], [-1.118, 5.994, -1.179], [-1.818, 6.112, -2.808], [-0.473, 6.565, -3.935], [0.458, 7.735, -3.622], [-0.075, 9.155, -3.824], [-0.742, 9.406, -5.167], [-2.960, 7.464, -2.904], [-4.212, 7.554, -2.048], [-5.412, 6.716, -2.463], [-5.723, 6.712, -3.950], [-2.387, 4.589, -3.521], [-3.610, 3.790, -3.089], [-3.768, 3.492, -1.601], [-3.451, 2.047, -1.246], [-1.547, 3.652, 0.659], [-0.733, 2.100, 0.409], [0.111, 3.416, 1.236], [-0.677, 3.302, -1.715], [0.937, 3.172, -1.063], [0.852, 5.381, -1.805], [0.655, 5.502, -0.069], [-0.859, 7.025, -0.901], [-1.876, 5.701, -0.450], [-0.897, 6.678, -4.938], [0.160, 5.670, -3.999], [1.339, 7.628, -4.269], [0.827, 7.650, -2.595], [0.769, 9.850, -3.728], [-0.757, 9.425, -3.015], [-0.036, 9.252, -5.989], [-1.101, 10.439, -5.218], [-1.606, 8.756, -5.327], [-3.205, 7.659, -3.952], [-2.380, 8.331, -2.585], [-4.539, 8.603, -2.056], [-3.961, 7.325, -1.004], [-6.293, 7.087, -1.928], [-5.278, 5.696, -2.105], [-6.008, 7.712, -4.293], [-6.557, 6.032, -4.155], [-4.876, 6.369, -4.549], [-1.536, 3.902, -3.539], [-2.560, 4.824, -4.581], [-3.611, 2.848, -3.653], [-4.503, 4.307, -3.443], [-4.811, 3.666, -1.311], [-3.170, 4.167, -0.994], [-4.176, 1.369, -1.707], [-3.508, 1.906, -0.162], [-2.452, 1.759, -1.581]]
}